#A
DFT (the ωB97M-V functional and the def2-TZVPD basis) results for one molecule with the formula C17H18N4O3S.

Properties
E_HOMO	-9.005	eV
gap between HOMO and LUMO	8.350	eV
structure (SMILES)	CCC(CC)c1nnc(NC(=O)CN2C(=O)c3ccccc3C2=O)s1
LUMO energy	-0.7	eV

Each line ends with the Mulliken charge.
Atoms and positions in Å:
C -4.61527 -3.63451 0.04730  -1.268
C -4.04070 -2.34199 -0.51744  -0.680
C -4.11257 -1.16544 0.47506  0.437
C -5.54606 -0.67028 0.69804  -0.669
C -5.61206 0.41390 1.76670  -1.199
C -3.27338 -0.06333 -0.06467  0.147
N -3.62578 0.76059 -0.97830  -0.172
N -2.69645 1.62891 -1.33718  -0.721
C -1.57884 1.49427 -0.69980  0.370
N -0.52370 2.31032 -1.00187  -0.024
C 0.74498 2.46974 -0.51612  0.358
O 1.53527 3.15074 -1.12529  -0.636
C 1.12006 1.80659 0.80445  -0.616
N 2.07027 0.74824 0.54932  0.224
C 1.89641 -0.21601 -0.43229  0.319
O 0.91612 -0.31674 -1.12710  -0.628
C 3.13194 -1.03098 -0.40474  0.293
C 3.50303 -2.12712 -1.15457  -0.345
C 4.75356 -2.68569 -0.90613  -0.501
C 5.59533 -2.15891 0.06085  -0.457
C 5.21988 -1.05276 0.81799  -0.451
C 3.98128 -0.49924 0.57127  -0.109
C 3.30454 0.66417 1.19022  0.600
O 3.67314 1.40535 2.06168  -0.653
S -1.60922 0.18415 0.46653  -0.340
H -4.47385 -4.44350 -0.66528  0.396
H -4.11381 -3.90368 0.97460  0.321
H -5.67962 -3.54113 0.24420  0.302
H -2.99290 -2.50932 -0.78077  0.405
H -4.57149 -2.06079 -1.42830  0.323
H -3.68642 -1.48912 1.43105  0.487
H -5.92850 -0.27853 -0.24469  0.297
H -6.16802 -1.51184 1.00374  0.345
H -5.21258 0.04905 2.71131  0.294
H -6.64177 0.72312 1.92686  0.395
H -5.03880 1.28625 1.46245  0.276
H -0.69354 2.84278 -1.85223  0.266
H 1.64066 2.54588 1.42288  0.420
H 0.25242 1.42354 1.34579  0.406
H 2.84405 -2.53036 -1.90748  0.502
H 5.07376 -3.54320 -1.47868  0.400
H 6.56009 -2.61334 0.22918  0.395
H 5.87034 -0.63647 1.57108  0.490

=====

#B
DFT (the ωB97M-V functional and the def2-TZVPD basis) results for one molecule with the formula C17H18N4O3S.

Properties
E_HOMO	-8.461	eV
gap between HOMO and LUMO	8.876	eV
structure (SMILES)	CCOC(=O)[C@@H](C)Sc1nc2c(cnn2-c2ccc(C)cc2)c(=O)[nH]1
LUMO energy	0.4	eV

Each line ends with the Mulliken charge.
Atoms and positions in Å:
C -2.47365 -0.00665 1.78152  -0.823
C -1.67841 0.17878 3.06395  -0.402
O -0.26077 0.16516 2.85008  -0.314
C 0.27243 1.27111 2.34806  0.179
O -0.34906 2.24563 2.01941  -0.606
C 1.79768 1.21775 2.34800  0.667
C 2.43433 -0.15588 2.24885  -1.295
S 2.38498 2.35262 1.04418  -0.343
C 1.40766 1.84768 -0.31523  0.212
N 0.80152 0.70393 -0.29757  0.025
C 0.07816 0.43957 -1.41661  0.948
C -0.04504 1.30359 -2.51818  -0.217
C -0.88223 0.61123 -3.41493  -0.636
N -1.22307 -0.54956 -2.91836  -1.405
N -0.64529 -0.66969 -1.70544  0.703
C -0.82408 -1.85656 -0.98351  1.144
C -0.22666 -2.04966 0.25470  -0.052
C -0.42197 -3.23862 0.93426  -0.762
C -1.20925 -4.25029 0.40190  0.821
C -1.41835 -5.54166 1.13107  -1.544
C -1.80323 -4.04086 -0.83975  -0.763
C -1.61754 -2.86194 -1.53113  -0.685
C 0.63865 2.56514 -2.53454  -0.014
O 0.66198 3.42193 -3.38446  -0.671
N 1.37244 2.73432 -1.33881  -0.120
H -3.53437 0.02598 2.01335  0.470
H -2.23833 -0.96163 1.31972  0.060
H -2.24442 0.79335 1.08245  0.259
H -1.85615 -0.64313 3.75998  0.350
H -1.94549 1.13122 3.53412  0.364
H 2.11406 1.71248 3.27406  0.477
H 2.28656 -0.57039 1.25596  0.277
H 3.50267 -0.07901 2.43736  0.411
H 1.98935 -0.82165 2.98387  0.289
H -1.22835 0.92349 -4.37893  0.525
H 0.37081 -1.26678 0.68488  -0.024
H 0.04653 -3.37443 1.89830  0.343
H -0.96460 -6.36352 0.57797  0.341
H -2.48128 -5.75642 1.22946  0.350
H -0.97467 -5.50696 2.12269  0.339
H -2.42034 -4.81657 -1.26904  0.406
H -2.07523 -2.69803 -2.49282  0.470
H 1.87677 3.60865 -1.24505  0.243

=====

It turns out #B is the most stable, with the second structure 4.7 kcal/mol higher.